[1]
Molecular formula: C6H11N
Method: DFT, wB97M-V/def2-TZVPD

Structure (XYZ):
```
18
Properties=species:S:1:pos:R:3:mulliken_charge:R:1
C -0.60 0.69 1.41 -0.471
C 0.75 1.12 0.98 -0.714
N 1.18 0.99 -0.60 -0.624
C 0.64 -0.37 -0.85 -0.113
C -0.05 -1.19 -1.88 -0.591
C -0.80 -0.36 -0.88 0.041
C -1.13 -0.59 0.56 -0.911
H -1.37 1.50 1.10 0.282
H -0.58 0.48 2.45 0.378
H 1.18 2.09 1.31 0.355
H 1.37 0.29 1.29 0.400
H 2.16 1.02 -0.68 0.233
H 0.99 -1.11 -0.19 0.244
H 0.03 -2.31 -1.78 0.222
H 0.03 -0.79 -2.88 0.269
H -0.91 0.67 -1.18 0.307
H -0.69 -1.42 0.98 0.355
H -2.20 -0.68 0.83 0.336
```

## Properties
Molar mass = 97.161 g mol⁻¹
Net charge = 0
Relative energy (zero: lowest compared OMol25 entry of this formula, charge and spin) = 3.8217 eV
E_tot = -7886.7097 eV
SMILES = C1CN[C@@H]2C[C@H]2C1
E_HOMO = -8.90 eV
Spin multiplicity = 1

***

[2]
Molecular formula: C46H92BN3O34P5
Method: DFT, wB97M-V/def2-TZVPD

Structure (XYZ):
```
181
Properties=species:S:1:pos:R:3:mulliken_charge:R:1
O 1.10 1.79 -4.00 -0.894
C 0.88 1.24 -2.90 -0.316
O 1.28 1.56 -1.63 -0.389
B 0.77 0.58 -0.68 1.353
O -0.24 -0.12 -1.49 -0.109
C -0.13 0.12 -2.74 -0.309
O -0.71 -0.24 -3.70 -0.396
O 0.05 1.15 0.56 -0.276
C 0.64 0.66 1.64 0.484
O 0.42 0.88 2.87 -0.722
C 1.84 -0.28 1.14 0.307
O 1.79 -0.41 -0.24 -0.601
O 2.72 -0.77 1.94 -0.434
C 4.92 -3.19 1.12 -0.377
C 5.85 -2.04 1.02 0.556
N 6.64 -1.15 0.91 -0.587
H 4.16 -3.10 1.89 -0.094
H 5.51 -4.10 1.27 0.385
H 4.32 -3.25 0.21 0.168
C -1.41 -0.43 -7.10 -0.169
C -2.22 0.49 -7.86 0.252
N -2.96 1.23 -8.40 -0.511
H -0.90 0.22 -6.38 0.067
H -0.64 -0.98 -7.63 0.424
H -2.01 -1.15 -6.55 0.029
C 1.00 5.64 -3.69 -0.364
C -0.32 5.72 -4.20 0.328
N -1.40 5.83 -4.58 -0.503
H 1.41 4.68 -3.99 0.078
H 0.98 5.76 -2.60 0.097
H 1.56 6.47 -4.13 0.414
C 6.09 2.04 1.52 -0.433
C 6.61 2.22 0.07 -0.245
O 6.31 3.46 -0.62 -0.414
P 5.16 3.44 -1.82 0.496
O 5.08 4.68 -2.68 -0.822
O 3.82 3.04 -0.98 0.662
C 2.88 4.00 -0.48 0.100
C 3.28 4.40 0.95 -1.059
O 5.40 2.10 -2.76 -0.350
C 4.33 1.36 -3.27 1.100
C 5.03 0.05 -3.56 -1.497
H 6.41 2.77 2.26 0.383
H 5.01 1.98 1.62 -0.332
H 6.39 1.07 1.93 0.429
H 7.68 2.08 -0.04 0.458
H 6.25 1.38 -0.53 0.019
H 2.65 4.80 -1.17 0.354
H 1.90 3.52 -0.47 -0.266
H 4.15 5.04 1.09 0.539
H 2.47 5.00 1.36 0.483
H 3.44 3.64 1.72 -0.214
H 3.62 1.05 -2.52 -0.576
H 3.78 1.61 -4.18 0.289
H 5.33 -0.49 -2.67 0.279
H 4.50 -0.73 -4.12 0.397
H 5.95 0.29 -4.09 0.370
C 4.86 -0.48 9.79 -1.193
C 4.70 0.18 8.45 -0.509
O 4.11 -0.66 7.44 -0.158
P 5.11 -1.40 6.37 0.790
O 5.70 -0.52 5.26 -0.382
O 4.16 -2.67 5.79 -0.503
C 3.10 -2.39 4.86 -0.105
C 1.62 -1.94 5.30 -0.897
O 6.19 -2.05 7.30 -0.267
C 7.20 -2.89 6.76 -0.304
C 8.32 -1.93 6.32 -0.867
H 3.89 -0.85 10.14 0.275
H 5.67 -1.21 9.75 0.244
H 5.30 0.28 10.43 0.398
H 3.96 0.97 8.54 0.460
H 5.49 0.82 8.06 0.447
H 3.47 -1.61 4.19 0.098
H 2.86 -3.23 4.20 0.414
H 1.03 -1.40 4.55 0.226
H 1.12 -2.46 6.11 0.421
H 1.94 -1.15 5.99 0.089
H 7.41 -3.58 7.57 0.289
H 6.76 -3.49 5.96 0.250
H 8.59 -1.41 7.24 0.270
H 9.18 -2.43 5.88 0.387
H 7.99 -1.17 5.62 0.152
C -0.93 -4.49 -4.99 -0.769
C -2.30 -4.45 -4.49 -0.335
O -2.55 -4.42 -3.12 -0.134
P -2.15 -5.63 -2.17 0.546
O -3.15 -5.94 -1.09 -0.742
O -1.77 -6.89 -3.16 -0.195
C -1.10 -8.04 -2.66 -0.181
C 0.00 -8.20 -3.66 -1.127
O -0.68 -5.09 -1.75 -0.271
C -0.31 -3.78 -1.23 0.966
C 0.91 -3.32 -2.09 -0.837
H -0.85 -4.79 -6.03 0.420
H -0.35 -3.57 -4.88 0.144
H -0.27 -5.21 -4.51 0.065
H -2.80 -3.53 -4.82 0.347
H -2.90 -5.23 -4.97 0.388
H -0.83 -7.75 -1.65 0.315
H -1.70 -8.96 -2.72 0.281
H 0.64 -7.32 -3.61 0.220
H 0.64 -9.06 -3.46 0.420
H -0.48 -8.39 -4.62 0.268
H -1.12 -3.05 -1.18 -0.574
H 0.14 -4.01 -0.26 0.286
H 1.60 -4.10 -2.41 0.483
H 0.70 -2.80 -3.02 -0.073
H 1.61 -2.69 -1.55 0.053
C -3.20 2.93 0.43 -1.240
C -4.38 2.82 -0.43 1.249
O -5.49 2.82 0.45 -0.443
P -7.05 2.83 -0.04 0.564
O -8.08 2.97 0.98 -0.876
O -7.02 3.93 -1.16 -0.061
C -7.06 5.33 -0.94 -0.460
C -6.04 5.92 0.05 -0.940
O -7.23 1.47 -0.90 0.179
C -8.30 1.34 -1.76 -0.341
C -7.83 0.70 -2.99 -0.941
H -2.43 2.31 -0.01 -0.068
H -2.60 3.84 0.43 0.385
H -3.32 2.58 1.45 0.361
H -4.58 3.58 -1.18 0.210
H -4.29 1.89 -1.01 -0.424
H -6.82 5.78 -1.90 0.265
H -8.12 5.50 -0.71 0.378
H -6.25 5.52 1.04 0.263
H -5.12 5.52 -0.38 0.204
H -6.18 7.00 0.11 0.441
H -9.06 0.70 -1.30 0.287
H -8.80 2.29 -1.92 0.402
H -8.67 0.71 -3.69 0.401
H -6.94 1.14 -3.45 0.112
H -7.50 -0.31 -2.74 0.186
C -3.56 -1.46 -2.55 -0.279
C -4.61 -2.34 -1.83 -0.701
O -4.31 -2.08 -0.43 0.714
P -4.82 -3.11 0.72 0.077
O -4.79 -4.54 0.33 -0.697
O -6.25 -2.44 1.22 -0.459
C -6.61 -1.08 1.01 0.172
C -5.81 -0.28 1.93 -0.857
O -3.87 -2.59 1.99 -0.223
C -2.48 -2.72 1.96 0.560
C -1.93 -2.03 3.16 -1.068
H -2.56 -1.48 -2.12 -0.288
H -3.41 -1.70 -3.60 0.473
H -4.02 -0.48 -2.64 0.301
H -5.61 -2.10 -2.19 0.287
H -4.41 -3.36 -2.15 0.038
H -6.24 -0.76 0.04 -0.144
H -7.69 -0.92 1.01 0.421
H -6.06 0.76 2.16 0.382
H -5.62 -0.82 2.86 0.421
H -4.81 -0.09 1.55 -0.014
H -2.27 -3.78 1.85 0.385
H -1.99 -2.21 1.13 -0.347
H -0.87 -1.83 3.00 0.101
H -2.45 -1.12 3.45 0.299
H -1.94 -2.78 3.95 0.371
C 4.10 2.20 4.65 0.965
C 2.86 3.09 4.84 -0.462
O 3.16 4.25 4.11 -0.293
C 4.44 4.36 4.20 0.678
O 5.02 5.39 3.95 -0.630
O 5.01 3.19 4.41 -0.338
H 3.81 1.57 3.81 -0.147
H 4.31 1.61 5.54 -0.315
H 2.63 3.24 5.89 0.338
H 2.05 2.43 4.55 0.256
C -3.12 2.35 -5.30 0.049
C -2.73 2.50 -3.82 1.532
O -3.64 3.40 -3.36 -0.209
C -4.61 3.69 -4.27 0.554
O -5.63 4.34 -4.08 -0.606
O -4.20 3.20 -5.45 -0.402
H -3.28 1.29 -5.50 -0.126
H -2.36 2.73 -5.98 0.116
H -1.74 2.70 -3.41 0.267
H -2.94 1.49 -3.46 -1.272
```

## Properties
Molar mass = 1396.911 g mol⁻¹
Net charge = -2
E_tot = -170413.3024 eV
E_HOMO (spin up / spin down) = 0.66 / -3.33 eV
Spin multiplicity = 2

***

[3]
Molecular formula: C8H16N3O2S
Method: DFT, wB97M-V/def2-TZVPD

Structure (XYZ):
```
30
Properties=species:S:1:pos:R:3:mulliken_charge:R:1
C -2.20 0.71 -0.10 0.717
C -2.75 -1.51 -0.18 0.455
C 3.22 -1.50 0.12 -1.185
C -1.82 2.63 1.38 -1.274
C 0.62 -1.46 -1.32 -0.891
C 2.46 -0.23 -0.24 -0.398
C 0.35 -0.62 1.02 -0.699
C -1.91 2.12 -0.04 0.108
N -2.92 -0.14 -0.56 -0.462
N -1.05 -0.51 1.10 -0.290
N 0.99 -0.41 -0.35 0.663
O -3.42 -2.40 -0.57 -0.441
O -1.71 -1.65 0.65 -0.213
S -0.30 2.41 -0.94 -0.286
H 3.15 -2.25 -0.66 0.333
H 4.27 -1.25 0.24 0.410
H 2.88 -1.93 1.06 0.343
H -2.79 2.53 1.87 0.382
H -1.54 3.68 1.38 0.393
H -1.09 2.07 1.96 0.297
H -0.43 -1.36 -1.60 0.313
H 1.23 -1.35 -2.22 0.369
H 0.77 -2.45 -0.89 0.412
H 2.82 0.15 -1.20 0.426
H 2.65 0.54 0.51 0.378
H 0.65 -1.60 1.39 0.490
H 0.75 0.16 1.67 0.293
H -2.68 2.67 -0.60 0.436
H 0.61 0.50 -0.69 -0.316
H -0.79 2.46 -2.18 0.237
```

## Properties
Molar mass = 218.302 g mol⁻¹
Net charge = +1
Relative energy (zero: lowest compared OMol25 entry of this formula, charge and spin) = 3.7405 eV
E_tot = -27946.4420 eV
E_HOMO = -12.86 eV
Spin multiplicity = 1